1.
9 unconnected molecules or ions with the total composition C25H50Cl2N5O13. Source: the Open Molecules 2025 dataset; level of theory: wB97M-V/def2-TZVPD.

Each line ends with the Löwdin charge.
Atoms and positions in Å:
1 C -11.0192 19.2943 0.1835  -0.015
2 C -9.9670 18.5139 -0.6117  -0.767
3 O -8.9021 18.2359 0.0037  -0.074
4 O -10.1596 18.2336 -1.8300  -0.095
5 H -11.6519 18.6778 0.8264  0.054
6 H -11.6770 19.7673 -0.5496  0.055
7 H -10.5222 20.0149 0.8278  0.034
8 C -11.6361 15.1147 -0.6027  -0.087
9 C -12.4038 15.4889 0.6731  -0.099
10 O -11.9033 14.5553 1.6464  0.065
11 C -11.1956 13.5848 1.0233  -0.583
12 O -10.7813 12.6107 1.5773  0.138
13 O -11.0445 13.8409 -0.2795  0.066
14 H -10.9131 15.8983 -0.8308  0.123
15 H -12.2961 14.8739 -1.4301  0.100
16 H -13.4701 15.3111 0.5190  0.127
17 H -12.2017 16.4914 1.0260  0.090
18 C -14.7778 19.7209 5.0470  -0.116
19 C -13.8462 20.6434 4.3087  -0.113
20 O -13.5571 19.8677 3.1324  0.049
21 C -13.7294 18.5570 3.4363  -0.559
22 O -13.3695 17.6590 2.7488  0.166
23 O -14.2889 18.4331 4.6569  0.069
24 H -15.8258 19.8610 4.7782  0.132
25 H -14.7095 19.8122 6.1307  0.132
26 H -12.9200 20.9022 4.8209  0.089
27 H -14.3111 21.5566 3.9374  0.140
28 C -10.7853 13.6241 -3.6918  -0.005
29 C -10.3291 15.0569 -3.5251  -0.567
30 O -9.1489 15.2924 -3.3030  0.041
31 N -11.2232 16.0739 -3.5829  0.011
32 C -12.6124 15.9905 -3.9116  -0.097
33 H -9.9028 12.9958 -3.7323  0.082
34 H -11.2254 13.5527 -4.6952  0.081
35 H -11.4766 13.3252 -2.9087  0.067
36 H -10.7663 16.9756 -3.4512  0.114
37 H -13.0567 15.0588 -3.5445  0.076
38 H -12.8141 15.9795 -4.9895  0.083
39 H -13.1894 16.7742 -3.4236  0.045
40 C -9.1638 21.4710 -1.4868  0.013
41 C -8.2095 22.6219 -1.7945  -0.516
42 O -8.4323 23.7740 -1.4363  0.010
43 N -7.0761 22.2370 -2.4116  0.012
44 C -6.0652 23.1891 -2.8439  -0.068
45 H -9.1089 21.2956 -0.4114  0.058
46 H -8.9155 20.5573 -2.0218  0.079
47 H -10.1845 21.7740 -1.7068  0.068
48 H -6.8613 21.2625 -2.5085  0.132
49 H -6.4132 24.1959 -2.6404  0.076
50 H -5.8962 23.0674 -3.9155  0.078
51 H -5.1124 23.0267 -2.3372  0.077
52 C -14.7534 18.2873 -1.3573  0.013
53 C -14.1798 19.6029 -1.8250  -0.566
54 O -14.1979 20.5890 -1.1101  0.038
55 N -13.6837 19.6344 -3.0793  0.017
56 C -13.0775 20.7870 -3.6929  -0.067
57 H -14.0880 17.9200 -0.5695  0.079
58 H -14.7466 17.4874 -2.0993  0.057
59 H -15.7467 18.4542 -0.9529  0.084
60 H -13.6308 18.7893 -3.6175  0.102
61 H -12.5272 20.5135 -4.5888  0.083
62 H -12.4860 21.3705 -2.9894  0.073
63 H -13.8424 21.4910 -4.0550  0.085
64 C -6.7789 19.7327 1.7332  -0.012
65 C -5.3234 19.4067 1.8361  -0.551
66 O -4.8314 19.0215 2.8898  0.023
67 N -4.5709 19.5433 0.7196  0.001
68 C -3.1524 19.2363 0.7435  -0.081
69 H -7.1099 20.3828 2.5472  0.064
70 H -7.3880 18.8389 1.8738  0.081
71 H -7.0708 20.2156 0.8023  0.064
72 H -5.0372 19.7066 -0.1530  0.124
73 H -2.5751 20.0353 1.2157  0.080
74 H -2.8400 19.0824 -0.2855  0.078
75 H -2.9993 18.3655 1.3811  0.080
76 C -10.4820 26.6562 -0.5646  -0.009
77 C -11.5857 25.6569 -0.3236  -0.562
78 O -12.7411 25.9769 -0.0784  0.021
79 N -11.2015 24.3656 -0.4437  0.017
80 C -12.1129 23.2846 -0.1314  -0.081
81 H -10.3136 27.2736 0.3195  0.079
82 H -10.6404 27.2403 -1.4704  0.079
83 H -9.4938 26.2121 -0.7322  0.062
84 H -10.2104 24.1604 -0.4343  0.076
85 H -11.5398 22.3681 -0.2477  0.047
86 H -12.9426 23.2711 -0.8377  0.081
87 H -12.5510 23.3519 0.8650  0.084
88 Cl -10.8706 22.8669 5.2499  0.548
89 C -10.0346 21.3856 4.7651  -0.659
90 C -10.0563 21.1493 3.2712  -0.638
91 Cl -9.4180 22.5462 2.3560  0.580
92 H -10.5288 20.5368 5.2395  0.071
93 H -9.0244 21.4586 5.1576  0.070
94 H -11.0303 20.9238 2.8421  0.051
95 H -9.4153 20.3030 3.0207  0.066

Its total energy is -85853.9887 eV. Its highest occupied orbital energy is -5.23 eV. For the orbital gap, the calculation gives 7.298 eV. Its charge is -1. For the energy above the lowest of the compared OMol25 structures with the same formula, charge and spin, the calculation gives 83.8 kJ/mol. For the largest force on an atom, the calculation gives 0.0340 hartree/bohr.

=====

2.
3 unconnected molecules or ions with the total composition C25H50F5N6O2. Source: the Open Molecules 2025 dataset; level of theory: wB97M-V/def2-TZVPD.

Each line ends with the Löwdin charge.
Atoms and positions in Å:
1 N -0.3829 5.8120 0.9227  -0.031
2 C 0.4178 4.8476 1.7273  -0.259
3 C 1.9089 4.7345 1.1436  -0.180
4 C 2.2192 3.3601 0.3633  -0.176
5 C 0.9737 2.9687 -0.5575  -0.174
6 N 1.2758 1.9975 -1.6582  0.068
7 C 2.1419 2.5716 -2.6733  -0.218
8 N 3.4424 2.2374 -2.6315  0.197
9 N 1.5111 3.4079 -3.6718  0.224
10 C 1.9308 4.8150 -3.6070  -0.327
11 F 2.4407 5.1303 -4.8929  0.098
12 F 2.8918 5.0936 -2.6277  0.108
13 C 0.7232 5.8526 -3.3730  -0.348
14 F 0.5039 6.1212 -2.0115  0.099
15 F -0.4366 5.5223 -4.0571  0.141
16 F 1.1701 7.0744 -3.9197  0.116
17 H 0.1760 6.6139 0.6135  0.063
18 H -0.8190 5.3579 0.1119  0.047
19 H 0.4537 5.2491 2.7933  0.116
20 H -0.1434 3.8582 1.7786  0.115
21 H 2.6238 4.8187 2.0338  0.116
22 H 2.1669 5.5786 0.4076  0.109
23 H 2.3733 2.5617 1.1740  0.124
24 H 3.2149 3.3933 -0.2089  0.101
25 H 0.2139 2.4438 0.1246  0.138
26 H 0.4240 3.8983 -0.9454  0.110
27 H 1.7222 1.1315 -1.3001  0.126
28 H 3.7980 1.2649 -2.6559  0.159
29 H 4.1743 2.9580 -2.5028  0.151
30 H 0.4904 3.2859 -3.6043  0.161
31 C 2.0774 -3.4929 1.6594  -0.028
32 C 1.9770 -2.7516 0.3003  -0.469
33 C 1.2105 -3.6188 -0.7242  -0.135
34 C 2.0296 -4.7548 -1.3274  -0.176
35 C 3.3671 -4.2407 -1.8547  -0.135
36 C 4.1635 -3.4662 -0.7891  -0.487
37 N 3.3525 -2.3834 -0.1557  -0.038
38 O 3.2385 -1.3740 -1.0517  -0.075
39 C 4.6765 -4.4562 0.2820  -0.036
40 C 5.4627 -2.9226 -1.4317  -0.045
41 C 1.1016 -1.5149 0.6045  -0.053
42 H 2.9900 -3.2233 2.1978  0.089
43 H 1.2516 -3.2342 2.3279  0.086
44 H 2.0474 -4.5782 1.5518  0.075
45 H 0.8560 -2.9857 -1.5481  0.121
46 H 0.3126 -4.0379 -0.2569  0.126
47 H 2.1873 -5.5480 -0.5910  0.107
48 H 1.4690 -5.2105 -2.1485  0.118
49 H 3.9553 -5.0871 -2.2246  0.129
50 H 3.1797 -3.6021 -2.7262  0.123
51 H 5.1979 -3.9290 1.0863  0.095
52 H 5.3852 -5.1649 -0.1549  0.093
53 H 3.8954 -5.0655 0.7308  0.060
54 H 5.2709 -2.2881 -2.3001  0.071
55 H 6.0934 -3.7434 -1.7824  0.089
56 H 6.0469 -2.3462 -0.7082  0.089
57 H 1.5957 -0.8408 1.3101  0.091
58 H 0.1455 -1.8123 1.0465  0.076
59 H 0.8506 -0.9461 -0.2962  0.054
60 C -5.5790 -1.8821 3.0004  -0.035
61 C -4.4973 -0.7911 2.7820  -0.476
62 C -5.1573 0.5326 2.3324  -0.135
63 C -5.5792 0.5619 0.8671  -0.180
64 C -4.4308 0.1238 -0.0378  -0.140
65 C -3.8535 -1.2452 0.3634  -0.487
66 N -3.4848 -1.3006 1.8085  -0.047
67 O -2.3516 -0.5816 1.9705  -0.041
68 C -4.8809 -2.3490 0.0225  -0.038
69 C -2.6528 -1.5710 -0.5554  -0.048
70 C -3.9043 -0.5543 4.1941  -0.048
71 H -5.1897 -2.8818 2.7894  0.088
72 H -5.9259 -1.9119 4.0368  0.083
73 H -6.4698 -1.7222 2.3905  0.072
74 H -4.4606 1.3643 2.4984  0.122
75 H -6.0324 0.7418 2.9573  0.129
76 H -6.4566 -0.0713 0.7066  0.105
77 H -5.8846 1.5771 0.5971  0.115
78 H -4.7822 0.0967 -1.0752  0.125
79 H -3.6464 0.8899 -0.0066  0.118
80 H -4.5252 -3.3306 0.3490  0.094
81 H -5.0443 -2.4052 -1.0575  0.090
82 H -5.8645 -2.1865 0.4571  0.060
83 H -1.8744 -0.8046 -0.5205  0.063
84 H -2.9692 -1.6413 -1.5997  0.087
85 H -2.2012 -2.5305 -0.2851  0.083
86 H -3.3992 -1.4483 4.5687  0.091
87 H -4.6954 -0.2970 4.9053  0.088
88 H -3.1952 0.2770 4.2193  0.074

Its multiplicity is 3. Its total energy is -53346.6102 eV. Its highest occupied orbital energy (alpha / beta) is -10.79 / -11.48 eV. For the orbital gap (alpha / beta), the calculation gives 5.353 / 6.039 eV. Its charge is +1. For the largest force on an atom, the calculation gives 0.0853 hartree/bohr.